(1)
Molecular formula: C39H71BCl4FKN5O11
Method: DFT, ωB97M-V/def2-TZVPD

```
! wB97M-V def2-TZVPD RIJCOSX def2/J DEFGRID3
* xyz -1 1
C -2.808 9.486 2.953
C -2.172 9.108 1.646
C -2.418 7.672 0.868
C -1.656 6.266 1.325
C -0.639 6.267 2.618
O 0.731 5.865 2.237
C 1.337 4.959 3.225
C 1.641 5.636 4.691
C -1.998 4.926 0.393
C -1.313 3.477 0.753
C -0.123 2.999 -0.266
C -0.563 1.888 -1.386
C -1.451 0.633 -0.819
C -0.645 -0.385 0.191
C -0.342 0.222 1.683
C 0.070 -0.947 2.795
C 0.284 -0.110 4.227
C 0.440 -1.294 5.386
C -3.049 4.968 -0.901
N -3.255 3.686 -1.655
C -4.177 3.821 -2.833
B -4.407 2.439 -3.750
O -3.212 1.702 -4.288
O -5.726 1.890 -4.122
C -4.903 5.234 -3.186
C -5.903 5.237 -4.527
C -5.016 5.506 -5.879
C -4.853 4.215 -6.875
O -5.597 6.642 -6.637
N -4.781 6.546 -2.461
C -3.810 6.340 -1.333
C -3.471 7.691 -0.407
F -4.154 8.983 -0.756
H -3.080 8.666 3.753
H -3.081 10.623 3.135
H -1.428 9.898 1.156
H -0.632 7.278 3.225
H -1.038 5.421 3.359
H 0.726 3.963 3.413
H 2.394 4.596 2.807
H 1.798 4.762 5.486
H 0.742 6.297 5.100
H 2.631 6.281 4.733
H -2.185 2.712 0.901
H -0.803 3.597 1.826
H 0.206 3.972 -0.874
H 0.824 2.704 0.376
H 0.452 1.415 -1.800
H -1.081 2.361 -2.352
H -2.465 0.925 -0.314
H -1.743 -0.023 -1.773
H 0.315 -0.822 -0.341
H -1.366 -1.322 0.354
H 0.638 0.895 1.577
H -1.180 0.959 2.088
H 1.108 -1.396 2.451
H -0.798 -1.730 2.848
H -0.691 0.531 4.379
H 1.216 0.618 4.186
H -0.604 -1.367 5.910
H 0.680 -2.315 4.821
H 1.317 -0.963 6.091
H -3.223 0.764 -3.892
H -6.317 1.754 -3.319
H -6.616 6.186 -4.405
H -6.614 4.309 -4.570
H -3.945 5.874 -5.510
H -5.098 4.566 -7.971
H -3.709 3.886 -6.859
H -5.504 3.315 -6.505
H -4.983 6.794 -7.431
C 1.271 -6.224 3.281
N 1.500 -6.840 4.662
C 2.913 -7.415 4.688
C 0.504 -7.966 4.888
C 1.405 -5.768 5.785
C 0.029 -5.091 5.902
O -0.279 -4.402 4.696
H 1.600 -6.946 2.528
H 0.206 -6.035 3.136
H 1.861 -5.304 3.207
H 2.993 -8.176 3.906
H 3.087 -7.863 5.672
H 3.621 -6.602 4.504
H -0.510 -7.565 4.824
H 0.687 -8.395 5.877
H 0.651 -8.719 4.108
H 2.174 -5.021 5.558
H 1.658 -6.272 6.725
H 0.047 -4.360 6.713
H -0.762 -5.816 6.122
H -1.250 -4.456 4.556
C -7.692 3.700 -9.208
Cl -7.738 5.467 -9.197
Cl -6.278 3.106 -10.087
H -7.647 3.339 -8.177
H -8.596 3.323 -9.692
C 0.459 7.819 -1.013
O 1.467 7.416 -1.771
H 0.061 7.099 -0.277
H 0.631 8.697 -0.367
H -0.470 8.122 -1.525
C 6.391 -7.363 1.011
C 5.491 -6.568 1.934
O 5.298 -7.274 3.150
H 5.954 -8.345 0.799
H 6.546 -6.834 0.066
H 7.365 -7.543 1.479
H 4.512 -6.410 1.471
H 5.928 -5.590 2.160
H 6.172 -7.402 3.557
Cl -6.696 2.107 -1.691
K -5.251 9.417 2.941
Cl -3.279 1.004 -6.247
N 8.820 -6.220 -2.034
C 8.169 -6.354 -3.210
C 8.106 -7.539 -3.925
C 8.751 -8.656 -3.406
C 9.432 -8.549 -2.198
C 9.436 -7.322 -1.554
H 7.684 -5.453 -3.575
H 7.566 -7.590 -4.864
H 8.725 -9.602 -3.939
H 9.946 -9.401 -1.767
H 9.950 -7.189 -0.606
O -1.469 -1.990 -6.552
H -0.620 -2.167 -6.071
H -1.450 -2.365 -7.469
H -1.685 -1.023 -6.560
N 3.420 -9.546 -0.473
O 2.485 -10.298 -0.153
O 4.581 -9.983 -0.520
O 3.193 -8.355 -0.747
*
```

Output
**LUMO level**: -0.39 eV
**Frontier orbital gap**: 1.97 eV
**Total energy**: -5194.32338 a.u.
**Strongest force on any atom**: 8.6 eV/Å
**M**: 996.74 g mol⁻¹

***

(2)
Molecular formula: C6H12O
Method: DFT, ωB97M-V/def2-TZVPD

```
! wB97M-V def2-TZVPD RIJCOSX def2/J DEFGRID3
* xyz 0 1
C -1.734 -1.235 -0.640
C -1.165 -0.084 0.192
C 0.316 0.233 -0.074
C 1.062 -0.668 -1.040
C 0.748 1.682 -0.037
C 1.126 0.774 1.083
O 0.501 1.024 2.306
H -1.211 -2.180 -0.458
H -1.685 -1.032 -1.715
H -2.785 -1.399 -0.383
H -1.295 -0.319 1.257
H -1.768 0.812 0.006
H 1.043 -1.715 -0.716
H 0.629 -0.623 -2.046
H 2.112 -0.366 -1.124
H -0.018 2.423 0.184
H 1.525 2.020 -0.720
H 2.175 0.473 1.156
H 0.427 0.181 2.771
*
```

Output
**SMILES**: CC[C@@]1(C)C[C@H]1O
**LUMO level**: 0.90 eV
**Frontier orbital gap**: 10.26 eV
**Total energy**: -311.01352 a.u.
**Strongest force on any atom**: 0.3 eV/Å
**Energy above the lowest of the compared OMol25 structures with the same formula, charge and spin**: 28.71 kcal/mol
**M**: 100.16 g mol⁻¹

***

(3)
Molecular formula: C24H24Cl5N4O5SeTi
Method: DFT, ωB97M-V/def2-TZVPD

```
! wB97M-V def2-TZVPD RIJCOSX def2/J DEFGRID3
* xyz 0 2
Ti 0.467 -0.710 -0.470
C 2.131 0.166 2.886
C 0.680 0.528 2.655
C 0.318 1.756 2.070
C 1.349 2.831 1.803
C -1.027 2.041 1.810
C -1.429 3.377 1.228
C -2.011 1.088 2.087
C -3.447 1.337 1.687
C -1.666 -0.093 2.748
C -2.724 -1.107 3.101
C -0.329 -0.358 3.066
C -0.020 -1.586 3.882
H 2.478 0.484 3.874
H 2.784 0.622 2.145
H 2.283 -0.908 2.802
H 1.253 3.257 0.802
H 2.367 2.474 1.913
H 1.223 3.655 2.511
H -1.613 3.315 0.148
H -0.669 4.137 1.388
H -2.348 3.742 1.684
H -4.046 1.694 2.530
H -3.918 0.423 1.326
H -3.524 2.078 0.895
H -2.767 -1.887 2.334
H -3.711 -0.660 3.189
H -2.505 -1.603 4.043
H -0.299 -2.498 3.357
H -0.578 -1.552 4.821
H 1.030 -1.671 4.135
N -1.208 2.519 -2.478
C -2.473 2.002 -2.309
C -2.339 0.957 -1.451
N -1.025 0.831 -1.088
C -0.367 1.786 -1.720
C 1.066 1.904 -1.571
N 1.715 1.058 -0.795
C 3.043 1.382 -0.876
C 3.191 2.453 -1.697
N 1.925 2.773 -2.140
H -0.973 3.296 -3.069
H -3.329 2.413 -2.812
H -3.091 0.283 -1.081
H 3.789 0.810 -0.350
H 4.060 3.002 -2.012
H 1.711 3.493 -2.808
Cl 1.052 -5.892 -5.649
C 0.892 -4.485 -4.673
C -0.344 -4.158 -4.117
Cl -1.712 -5.156 -4.402
C -0.473 -3.019 -3.335
Cl -1.978 -2.586 -2.622
C 0.626 -2.195 -3.078
O 0.510 -1.117 -2.324
C 1.855 -2.529 -3.655
Cl 3.184 -1.481 -3.339
C 1.991 -3.664 -4.439
Cl 3.518 -4.046 -5.128
O -0.324 -2.226 0.469
Se 1.132 -3.151 0.552
O 1.436 -3.635 2.038
O 2.054 -1.776 0.140
O 1.152 -4.221 -0.630
*
```

Output
**LUMO level (alpha / beta)**: -0.71 / -0.71 eV
**Frontier orbital gap (alpha / beta)**: 7.40 / 7.49 eV
**Total energy**: -7076.14199 a.u.
**Strongest force on any atom**: 0.9 eV/Å
**Energy above the lowest of the compared OMol25 structures with the same formula, charge and spin**: 11.75 kcal/mol
**M**: 752.57 g mol⁻¹

***

(4)
Molecular formula: CH16O7
Method: DFT, ωB97M-V/def2-TZVPD

```
! wB97M-V def2-TZVPD RIJCOSX def2/J DEFGRID3
* xyz 0 1
C -0.219 2.154 0.475
O 0.920 1.611 -0.075
H -0.950 2.393 -0.378
H -0.531 1.452 1.234
H -0.125 3.115 0.830
H 1.283 2.151 -0.787
H 2.606 -0.482 0.618
H 1.338 0.455 0.948
O 1.770 -0.481 1.072
H -0.547 -2.240 3.129
H -0.010 -1.825 1.829
O -0.774 -2.143 2.196
H 1.652 0.526 -1.616
H 2.023 -0.885 -2.262
O 2.241 0.125 -2.246
H -1.820 -1.275 0.183
H -1.798 -1.675 -1.162
O -2.323 -1.179 -0.571
H -3.088 1.929 -0.736
H -2.609 0.507 -0.403
O -2.455 1.468 -0.224
H 1.562 -2.482 -0.896
H 1.026 -1.300 -0.212
O 0.829 -1.919 -0.943
*
```

Output
**SMILES**: CO.O.O.O.O.O.O
**LUMO level**: 0.37 eV
**Frontier orbital gap**: 10.24 eV
**Total energy**: -574.29860 a.u.
**Strongest force on any atom**: 3.9 eV/Å
**Energy above the lowest of the compared OMol25 structures with the same formula, charge and spin**: 49.75 kcal/mol
**M**: 140.13 g mol⁻¹